i) Molecular formula: C5H14N2
Method: DFT, ωB97M-V with the def2-TZVPD basis set

```
21
C5H14N2 (ωB97M-V with the def2-TZVPD basis set)
C -0.416 -0.995 -2.998
C -0.286 0.114 -1.965
N -0.392 -0.481 -0.597
C 1.299 0.974 0.312
C -0.072 0.391 0.543
C 0.035 -0.462 1.791
N -0.117 0.330 3.004
H -0.349 -0.564 -4.006
H 0.412 -1.702 -3.009
H -1.358 -1.549 -2.937
H -1.058 0.892 -1.956
H 0.679 0.607 -2.073
H -1.351 -0.813 -0.565
H 2.034 0.246 -0.031
H 1.674 1.472 1.224
H 1.323 1.846 -0.342
H -0.846 1.161 0.653
H 0.995 -0.984 1.807
H -0.754 -1.239 1.779
H -0.454 -0.169 3.801
H -0.634 1.187 2.912
```

Properties
- Charge: 0
- SMILES: CCN[C@H](C)CN

ii) Molecular formula: C5H14N2
Method: DFT, ωB97M-V with the def2-TZVPD basis set

```
21
C5H14N2 (ωB97M-V with the def2-TZVPD basis set)
C 0.213 -0.830 2.177
C -1.084 0.211 -2.510
C -2.092 1.659 -0.591
C 1.153 -1.072 0.888
C -1.596 0.597 -1.185
N 1.836 1.357 0.787
N 1.542 0.141 0.161
H 0.128 -1.819 2.669
H 0.793 -0.302 3.039
H -0.648 -0.311 1.930
H -0.996 1.120 -3.110
H -0.016 -0.206 -2.479
H -1.769 -0.593 -2.950
H 2.270 0.077 -0.532
H -2.542 1.673 0.388
H -2.524 2.278 -1.392
H 2.054 -1.485 1.249
H 0.700 -1.777 0.222
H -1.431 -0.201 -0.566
H 2.369 1.236 1.598
H 0.980 1.893 0.970
```

Properties
- Charge: 0
- SMILES: C=CC.CCNN

Ordering by calculated energy gives the sequence i), ii), with the first entry being the most stable.

i) Molecular formula: C6H11N
Method: DFT, ωB97M-V with the def2-TZVPD basis set

```
18
C6H11N (ωB97M-V with the def2-TZVPD basis set)
C -0.532 0.970 -2.270
N -1.452 0.243 -1.423
C -1.042 -0.210 -0.151
C -2.014 -0.666 0.725
C 2.319 -0.427 1.688
C 0.843 -0.269 1.433
C 0.343 -0.352 0.124
H -1.059 1.394 -3.124
H 0.235 0.276 -2.598
H -0.034 1.812 -1.769
H -2.421 0.489 -1.562
H -1.723 -1.243 1.596
H -3.055 -0.329 0.714
H 2.848 0.385 2.214
H 2.567 -1.379 2.185
H 2.868 -0.478 0.739
H 0.278 0.263 2.189
H 1.033 -0.476 -0.711
```

Properties
- Charge: -1
- ⟨S²⟩: 0.762
- Multiplicity: 2

ii) Molecular formula: C6H11N
Method: DFT, ωB97M-V with the def2-TZVPD basis set

```
18
C6H11N (ωB97M-V with the def2-TZVPD basis set)
C -1.110 1.972 -0.621
N -0.730 -0.783 -1.388
C -0.011 -0.330 -0.312
C -0.344 0.919 0.236
C 0.190 1.416 1.489
C 1.083 -2.418 0.491
C 1.107 -1.124 0.169
H -2.134 1.615 -0.479
H -0.818 1.980 -1.754
H -0.924 2.960 -0.228
H -0.357 -1.640 -1.784
H -1.400 -0.221 -1.916
H 1.261 1.602 1.366
H -0.276 2.175 2.069
H 0.201 0.727 2.317
H 1.829 -2.994 0.799
H 0.134 -2.793 0.612
H 2.108 -0.549 0.011
```

Properties
- Charge: -1
- ⟨S²⟩: 0.756
- Multiplicity: 2

Ordering by calculated energy gives the sequence i), ii), with the first entry being the most stable.

i) Molecular formula: C5H7NS
Method: DFT, ωB97M-V with the def2-TZVPD basis set

```
14
C5H7NS (ωB97M-V with the def2-TZVPD basis set)
C -0.860 1.394 0.139
C -0.353 0.541 -1.018
C -0.385 0.223 1.095
C 1.122 0.196 0.791
C 1.136 0.382 -0.710
H -1.899 1.495 0.205
H -0.430 2.341 0.129
H -0.615 0.814 -2.035
H -0.754 0.125 2.098
H 1.813 0.626 1.490
H 2.616 -0.999 -0.120
H 1.835 1.145 -1.102
N 1.613 -0.824 -0.090
S -1.114 -1.013 -0.114
```

Properties
- Charge: 0

ii) Molecular formula: C5H7NS
Method: DFT, ωB97M-V with the def2-TZVPD basis set

```
14
C5H7NS (ωB97M-V with the def2-TZVPD basis set)
C -0.982 1.410 0.588
C 1.040 0.503 -0.065
C 0.698 0.170 -1.453
C -0.756 -1.183 0.752
C -0.143 0.264 0.820
N -1.778 2.195 0.396
S 2.500 1.120 0.378
H 0.780 -0.972 -1.584
H -0.434 0.385 -1.614
H 1.471 0.512 -2.114
H -0.899 -1.427 -0.269
H -0.021 -1.927 1.182
H -1.690 -1.398 1.169
H 0.214 0.347 1.812
```

Properties
- Charge: 0
- SMILES: CC(=S)[C@H](C)C#N

Ordering by calculated energy gives the sequence ii), i), with the first entry being the most stable.

i) Molecular formula: C9H13NO2
Method: DFT, ωB97M-V with the def2-TZVPD basis set

```
25
C9H13NO2 (ωB97M-V with the def2-TZVPD basis set)
C -2.008 0.962 -0.317
C -2.718 -0.385 -0.222
C -1.807 -1.179 0.723
C -0.427 -0.572 0.568
C 0.476 -1.355 -0.440
C 1.649 -0.479 -1.083
C 2.492 0.365 -0.153
C 1.575 1.294 0.783
C 0.239 1.728 0.159
H -3.712 -0.112 0.125
H -2.738 -0.951 -1.227
H -1.863 -2.230 0.458
H -2.141 -1.069 1.737
H 0.073 -0.585 1.572
H 0.971 -2.181 0.104
H -0.041 -1.741 -1.328
H 1.109 0.186 -1.856
H 2.276 -1.201 -1.622
H 3.114 -0.288 0.554
H 3.195 0.944 -0.701
H 2.059 2.235 0.945
H 1.499 0.934 1.797
N -0.713 0.780 0.168
O -2.559 1.993 -0.660
O -0.002 2.909 -0.085
```

Properties
- Charge: 0
- SMILES: O=C1CCCC[C@@H]2CCC(=O)N12

ii) Molecular formula: C9H13NO2
Method: DFT, ωB97M-V with the def2-TZVPD basis set

```
25
C9H13NO2 (ωB97M-V with the def2-TZVPD basis set)
C -1.374 1.406 1.292
C 2.117 -0.736 2.103
C 2.223 0.602 1.818
C 0.919 -1.377 1.914
C 1.069 1.338 1.573
C -0.234 -0.723 1.563
C -0.166 0.668 1.424
O 3.288 -1.590 2.447
H 3.291 -1.875 3.340
H 3.259 0.961 1.907
H 0.793 -2.451 2.169
H 1.130 2.347 1.424
H -1.083 -1.311 1.430
H -1.497 1.941 0.323
H -1.254 2.338 2.046
H -2.360 1.060 1.695
C -2.668 -0.020 -2.167
C -1.824 0.119 -3.403
O -2.082 -0.263 -4.530
N -0.516 0.510 -3.196
H -3.123 0.906 -1.861
H -2.069 -0.600 -1.345
H 0.091 0.238 -3.883
H -0.085 0.721 -2.381
H -3.493 -0.683 -2.519
```

Properties
- Charge: 0
- SMILES: Cc1ccc(O)cc1.CC(N)=O

Ordering by calculated energy gives the sequence i), ii), with the first entry being the most stable.